[1]
97
Properties=species:S:1:pos:R:3:forces:R:3 method="wB97M-V/def2-TZVPD" fmax_ev_per_a=8.59 spin_multiplicity=1 homo_lumo_gap_ha=0.15692 lumo_energy_ev=2.16 total_charge=-1
C 1.625 1.454 2.985 -0.3 1.7 -0.5
C 1.923 2.971 3.613 0.1 -1.0 -0.6
O 1.237 3.179 4.898 0.0 -1.6 -1.0
C 1.583 4.177 2.510 1.0 0.9 0.9
N 0.295 4.917 2.817 0.2 -0.8 -1.9
C -0.938 4.097 2.462 -0.8 -0.3 0.1
C -1.958 4.102 3.754 1.1 0.1 0.5
O -2.128 2.701 4.172 -0.8 1.4 -1.2
C -3.504 2.219 3.976 0.7 -2.2 1.4
N -4.037 2.502 2.588 2.6 -3.1 -6.7
C -3.391 1.773 1.620 2.6 -0.6 0.6
O -2.548 1.052 0.832 -5.5 4.4 5.0
H 0.534 1.175 3.310 2.3 0.4 -0.7
H 2.442 0.669 3.323 -1.9 1.7 -0.8
H 1.604 1.615 1.809 0.2 -0.7 2.4
H 3.076 3.031 3.808 -2.1 0.0 -0.3
H 0.676 2.375 5.158 1.1 1.7 -1.1
H 1.673 3.778 1.414 -0.3 0.4 1.9
H 2.467 4.967 2.653 -1.9 -1.6 -0.4
H 0.227 5.768 2.203 0.6 -1.2 0.9
H -1.455 4.552 1.513 0.8 -0.9 1.7
H -0.652 2.975 2.187 -0.7 2.4 0.8
H -2.956 4.694 3.586 1.7 -1.5 0.1
H -1.382 4.672 4.623 -1.0 -1.3 -1.8
H -3.406 1.031 4.021 0.2 2.1 0.2
F 2.071 1.450 -2.102 0.3 0.2 0.0
C 1.025 0.622 -2.222 -1.1 -0.7 -0.1
C -0.255 1.092 -1.952 0.1 0.1 -0.1
C -1.345 0.231 -2.082 0.3 -0.2 -0.2
C -1.141 -1.095 -2.470 0.1 0.1 0.0
C 0.148 -1.559 -2.735 -0.2 0.3 0.1
C 1.237 -0.695 -2.616 0.1 0.0 0.0
H -0.394 2.123 -1.643 0.0 -0.1 0.0
H -2.351 0.592 -1.880 0.3 0.0 0.1
H -1.991 -1.767 -2.567 0.2 0.1 0.0
H 0.305 -2.593 -3.033 0.0 0.2 0.0
H 2.245 -1.037 -2.826 0.0 0.0 0.1
F 0.732 -1.031 -7.027 -0.1 -0.2 0.0
C 1.392 0.132 -7.109 0.5 1.0 0.0
C 1.514 0.765 -8.342 -0.1 -0.1 0.0
C 2.196 1.978 -8.427 0.0 -0.1 0.5
C 2.760 2.540 -7.279 0.0 0.0 -0.1
C 2.638 1.895 -6.047 -0.1 -0.1 -0.4
C 1.945 0.688 -5.961 0.0 -0.1 0.0
H 1.076 0.309 -9.224 0.0 0.0 0.1
H 2.290 2.484 -9.384 0.0 -0.1 0.2
H 3.297 3.484 -7.346 -0.1 -0.2 0.0
H 3.081 2.333 -5.156 -0.1 -0.1 -0.1
H 1.832 0.177 -5.010 0.0 0.0 -0.1
F 0.963 -0.504 4.600 0.1 -0.3 0.5
C 0.020 -1.456 4.582 -1.0 -1.0 0.0
C -0.889 -1.497 3.531 0.1 0.1 -0.1
C -1.868 -2.491 3.508 0.2 0.0 0.4
C -1.933 -3.426 4.543 0.1 0.1 0.0
C -1.018 -3.374 5.596 -0.1 0.2 -0.4
C -0.033 -2.387 5.613 0.1 0.1 0.0
H -0.829 -0.757 2.739 -0.1 0.0 0.1
H -2.579 -2.536 2.686 0.2 0.1 0.2
H -2.699 -4.199 4.527 0.1 0.1 0.0
H -1.074 -4.100 6.403 0.0 0.1 -0.1
H 0.691 -2.336 6.419 -0.1 0.1 0.0
F -0.329 5.258 -5.298 0.2 0.2 0.0
C -1.375 4.429 -5.418 -0.9 -0.7 -0.1
C -2.655 4.900 -5.147 0.0 0.1 0.0
C -3.745 4.039 -5.277 0.4 -0.3 -0.1
C -3.541 2.713 -5.666 0.0 0.1 0.0
C -2.252 2.248 -5.930 -0.2 0.4 0.1
C -1.163 3.113 -5.811 0.1 0.0 0.0
H -2.794 5.931 -4.838 0.1 -0.1 0.0
H -4.751 4.399 -5.075 0.2 0.0 0.0
H -4.391 2.040 -5.762 0.2 0.1 0.0
H -2.095 1.215 -6.229 0.0 0.2 0.1
H -0.155 2.771 -6.021 0.0 0.0 0.0
F 4.964 -5.488 5.931 0.0 -0.3 0.1
C 4.957 -4.197 5.571 0.0 1.2 -0.3
C 3.755 -3.498 5.556 0.1 -0.1 0.0
C 3.748 -2.153 5.186 0.4 -0.1 0.0
C 4.942 -1.525 4.824 0.0 -0.1 0.0
C 6.142 -2.237 4.837 -0.4 -0.1 0.1
C 6.151 -3.579 5.218 0.0 -0.1 0.0
H 2.836 -4.004 5.832 0.1 0.0 0.0
H 2.815 -1.595 5.178 0.2 -0.2 0.0
H 4.935 -0.478 4.531 0.0 -0.2 0.1
H 7.070 -1.748 4.551 -0.1 -0.1 0.1
H 7.076 -4.145 5.242 -0.1 0.0 0.0
F -3.140 -4.480 1.359 0.0 0.0 0.1
C -2.996 -5.107 0.183 0.1 -0.4 -0.8
C -3.548 -4.545 -0.963 0.0 0.1 0.0
C -3.394 -5.194 -2.188 0.2 -0.3 0.3
C -2.699 -6.404 -2.251 0.0 0.0 0.0
C -2.154 -6.963 -1.094 -0.2 0.4 -0.1
C -2.298 -6.308 0.128 0.0 0.0 0.1
H -4.092 -3.609 -0.893 0.1 -0.1 0.1
H -3.815 -4.759 -3.091 0.1 0.0 0.2
H -2.584 -6.913 -3.206 0.0 0.1 0.2
H -1.617 -7.907 -1.145 -0.1 0.2 0.0
H -1.872 -6.723 1.036 -0.1 0.1 -0.1

[2]
9
Properties=species:S:1:pos:R:3:forces:R:3 method="wB97M-V/def2-TZVPD" fmax_ev_per_a=3.81 spin_multiplicity=1 homo_lumo_gap_ha=0.32262 de_lowest_kj_mol=410.9 lumo_energy_ev=-0.67
C -1.677 1.344 1.088 -0.1 -0.4 0.5
C -1.400 2.040 0.171 1.7 1.9 -2.8
O 1.345 -0.086 -0.802 -2.5 -0.3 -1.0
P 2.553 0.155 -0.062 2.7 -0.4 1.3
H -1.835 0.706 1.900 -0.4 -0.4 0.6
H 3.745 2.453 0.535 -1.9 -0.1 -1.8
H -0.933 2.633 -0.678 -1.3 -1.1 1.7
H 2.256 0.222 1.406 -0.3 0.1 -0.5
H 3.158 2.345 -0.063 1.9 0.7 1.9

[3]
13
Properties=species:S:1:pos:R:3:forces:R:3 method="wB97M-V/def2-TZVPD" fmax_ev_per_a=4.39 spin_multiplicity=1 homo_lumo_gap_ha=0.38090 de_lowest_kj_mol=40.5 lumo_energy_ev=0.41
O 0.011 -1.416 -0.981 -0.3 -1.2 -1.4
C 0.277 -0.432 -0.066 -0.2 -1.1 0.2
O 1.534 0.093 -0.267 1.0 1.4 -4.0
O 0.313 -0.865 1.248 0.4 -1.2 1.3
C -0.716 0.700 -0.023 -1.6 3.2 0.2
O -0.476 1.510 1.055 -0.4 -0.4 -0.3
O -0.685 1.463 -1.167 0.0 0.0 0.1
Br -2.808 0.041 0.069 1.4 0.0 0.1
H -0.893 -1.801 -1.216 1.4 1.6 1.4
H 1.642 0.496 -1.256 -0.7 -1.6 3.5
H 1.161 -1.314 1.503 -1.0 0.6 -0.9
H -0.114 0.970 1.783 -0.3 0.0 -0.4
H -1.016 2.389 -1.035 0.3 -1.4 0.4

[4]
15
Properties=species:S:1:pos:R:3:forces:R:3 method="wB97M-V/def2-TZVPD" fmax_ev_per_a=0.75 spin_multiplicity=1 homo_lumo_gap_ha=0.39528 de_lowest_kj_mol=206.1 lumo_energy_ev=0.87
C 0.623 0.413 1.348 0.0 0.0 0.1
N -0.200 0.462 0.149 0.1 0.1 0.0
C -1.581 0.884 0.255 -0.1 0.2 0.1
C -1.244 -0.534 -0.026 0.0 -0.2 0.0
H 1.572 -0.076 1.100 -0.2 0.0 0.1
H 0.153 -0.133 2.180 0.0 0.1 -0.1
H 0.841 1.435 1.670 0.0 -0.1 0.0
H -1.968 1.117 1.246 0.1 0.0 -0.1
H -1.924 1.536 -0.544 0.0 -0.1 0.1
H -1.404 -1.251 0.780 0.1 0.1 -0.1
H -1.347 -0.942 -1.029 0.0 0.1 0.2
N 1.615 0.048 -1.927 0.2 -0.6 -0.1
C 1.830 -1.145 -1.927 0.1 -0.1 -0.1
O 2.105 -2.286 -1.998 -0.1 0.7 0.0
H 0.929 0.473 -1.278 0.0 -0.1 0.1

[5]
84
Properties=species:S:1:pos:R:3:forces:R:3 method="wB97M-V/def2-TZVPD" fmax_ev_per_a=1.22 spin_multiplicity=1 homo_lumo_gap_ha=0.29054 lumo_energy_ev=-2.68 total_charge=+1
Pb -0.082 -0.333 0.675 -0.2 0.3 0.9
F 0.626 7.190 0.826 0.0 -0.1 -0.1
C 0.478 5.948 0.392 0.0 -0.4 -0.2
C 0.433 4.891 1.298 0.0 -0.2 -0.2
F 0.565 5.115 2.601 0.0 0.1 0.0
C 0.261 3.591 0.839 0.0 0.2 -0.1
F 0.231 2.595 1.734 0.0 0.1 -0.1
C 0.129 3.315 -0.516 0.1 -0.2 -0.2
S -0.152 1.688 -1.201 0.2 0.3 0.1
C 0.211 4.377 -1.416 0.1 0.1 0.5
F 0.134 4.135 -2.721 -0.1 0.2 0.0
C 0.380 5.685 -0.973 0.0 -0.2 0.1
F 0.451 6.679 -1.848 0.0 0.1 0.0
O 2.339 -0.738 0.659 -0.3 0.4 -0.1
S 3.236 -1.934 0.525 0.9 -0.3 0.7
C 3.414 -2.571 2.263 0.0 0.2 -0.6
C 3.850 -1.514 3.215 0.0 0.1 0.1
C 5.150 -1.503 3.713 -0.1 -0.1 0.0
C 5.553 -0.521 4.600 0.1 0.0 0.0
C 4.668 0.473 4.983 0.0 0.0 0.0
C 3.382 0.485 4.471 0.0 0.1 0.0
C 2.972 -0.505 3.597 -0.1 -0.1 0.0
C 4.899 -1.182 0.324 -0.4 -0.2 -0.1
C 4.797 -0.317 -0.891 0.0 0.0 -0.2
C 4.839 1.065 -0.784 0.0 -0.1 0.0
C 4.662 1.854 -1.908 0.0 0.1 0.0
C 4.427 1.270 -3.140 0.0 0.0 0.0
C 4.379 -0.110 -3.251 0.0 -0.1 -0.1
C 4.561 -0.901 -2.132 0.1 0.1 0.0
H 4.127 -3.390 2.198 0.0 -0.2 0.0
H 2.427 -2.963 2.508 0.0 -0.1 -0.1
H 5.839 -2.282 3.421 0.1 -0.1 0.0
H 6.556 -0.537 4.997 0.1 0.0 0.0
H 4.976 1.231 5.686 0.1 0.1 0.1
H 2.690 1.261 4.763 -0.1 0.1 0.0
H 1.962 -0.497 3.212 0.0 0.0 0.0
H 5.592 -2.010 0.192 0.1 -0.1 0.1
H 5.135 -0.611 1.220 -0.1 -0.1 0.0
H 5.019 1.526 0.178 0.0 0.0 0.1
H 4.705 2.929 -1.820 0.0 0.1 0.0
H 4.284 1.890 -4.012 0.0 0.0 -0.1
H 4.196 -0.567 -4.211 0.0 -0.1 -0.1
H 4.525 -1.979 -2.218 0.0 -0.1 0.0
Se -2.165 1.141 -0.432 -0.4 0.2 -0.2
C -4.613 -5.900 -0.849 0.2 0.0 -0.2
C -3.291 -5.526 -1.506 0.0 0.1 0.3
C -2.344 -4.769 -0.576 -0.1 0.1 -0.2
C -2.846 -3.388 -0.138 0.3 -0.6 0.5
N -2.919 -2.471 -1.249 0.3 0.4 -0.4
C -1.858 -1.971 -1.901 0.7 0.1 0.3
Se -0.064 -2.177 -1.331 0.0 -0.4 -0.6
N -2.259 -1.223 -2.935 -0.1 -0.4 0.5
C -1.417 -0.584 -3.917 0.3 0.3 -0.7
C -1.605 -1.153 -5.328 0.2 -0.1 0.2
C -1.004 -2.545 -5.549 -0.3 0.1 0.1
C -1.806 -3.672 -4.904 0.2 0.1 -0.1
C -3.636 -1.185 -2.927 -0.7 -0.3 0.4
C -4.552 -0.495 -3.709 0.1 0.0 0.0
C -5.886 -0.623 -3.385 0.1 0.0 0.0
C -6.306 -1.419 -2.318 0.0 -0.1 0.0
C -5.406 -2.113 -1.538 0.1 0.0 0.0
C -4.059 -1.983 -1.850 -0.3 0.5 -0.7
H -5.166 -6.582 -1.487 -0.2 -0.1 0.0
H -5.237 -5.027 -0.688 -0.2 0.1 0.1
H -4.449 -6.390 0.107 0.0 -0.1 0.2
H -3.487 -4.936 -2.403 0.1 0.0 -0.1
H -2.778 -6.435 -1.823 0.0 0.0 -0.1
H -1.378 -4.642 -1.075 0.0 0.0 0.2
H -2.175 -5.357 0.327 0.1 -0.1 0.1
H -2.154 -2.971 0.604 -0.2 0.0 -0.1
H -3.835 -3.457 0.312 0.0 0.1 0.0
H -0.379 -0.716 -3.599 -0.2 0.1 0.0
H -1.652 0.485 -3.916 0.1 -0.1 0.1
H -1.118 -0.455 -6.013 -0.1 0.1 0.0
H -2.668 -1.181 -5.575 0.0 0.1 -0.1
H 0.021 -2.569 -5.166 0.0 0.0 -0.1
H -0.965 -2.715 -6.628 0.1 0.0 0.1
H -1.746 -3.628 -3.820 -0.1 -0.1 0.1
H -1.402 -4.633 -5.209 0.0 -0.2 0.0
H -2.852 -3.631 -5.205 -0.1 0.0 0.0
H -4.233 0.128 -4.526 0.0 0.1 -0.1
H -6.625 -0.084 -3.955 -0.1 0.1 -0.1
H -7.360 -1.479 -2.096 -0.1 0.0 0.0
H -5.740 -2.711 -0.708 -0.1 -0.1 0.1

[6]
13
Properties=species:S:1:pos:R:3:forces:R:3 method="wB97M-V/def2-TZVPD" fmax_ev_per_a=3.31 spin_multiplicity=1 homo_lumo_gap_ha="0.25291 / 0.25298" de_lowest_kj_mol=102.9 lumo_energy_ev="-0.47 / -0.47"
O -1.314 0.592 -2.495 0.5 0.2 0.4
C -0.292 0.323 -2.001 -1.4 -0.3 -0.6
C 0.859 -0.170 -1.622 1.7 0.5 -0.8
C 1.448 -0.252 -0.310 -1.9 -0.3 1.5
C 0.640 -0.105 0.791 2.2 -1.3 -2.0
O 1.018 -0.304 2.079 0.0 0.4 1.3
N -0.658 0.190 0.596 -1.2 0.7 1.3
P -1.563 0.401 1.892 1.3 0.0 0.0
O -2.940 0.784 1.222 -1.0 -0.3 -0.7
H 1.591 -0.224 -2.440 -0.6 -0.1 0.1
H 2.426 -0.674 -0.302 0.7 0.1 0.5
H 1.608 -1.034 2.284 0.1 0.0 -0.6
H -2.824 0.473 0.305 -0.5 0.5 -0.2